1.
Here is C24H63Li3N4O3 as an isolated structure in a non-equilibrium geometry from the Open Molecules 2025 dataset. Energies are from the ωB97M-V functional and the def2-TZVPD basis.

The geometry in XYZ format:
```
97
Properties=species:S:1:pos:R:3
O -0.41 -2.17 2.76
O -0.68 -0.83 0.24
O -1.03 0.72 2.68
N -3.40 1.57 0.28
N -2.23 -3.80 0.13
N 2.60 0.05 1.76
N 3.12 2.66 -2.42
C -2.69 2.83 0.53
C 3.45 3.94 -3.04
C -1.55 -5.84 -1.18
C 2.44 5.03 -2.61
C -3.16 -4.43 1.07
C 1.51 0.73 -2.62
C -3.04 -3.20 -0.94
C 2.03 2.04 -3.18
C -2.22 -2.65 -2.10
C 4.25 1.76 -2.26
C -3.23 0.92 -1.00
C 2.57 -0.81 4.12
C -4.74 1.55 0.88
C 3.44 -1.08 1.31
C -4.73 1.64 2.39
C 2.83 1.22 0.90
C -1.12 -4.67 -0.28
C -1.28 2.91 -0.06
C -3.50 1.74 -2.26
C 2.16 2.51 1.32
C 2.59 -2.24 0.79
C 2.81 0.36 3.19
C -2.53 -5.03 2.32
C 5.43 2.42 -1.56
Li -1.55 -2.23 1.25
Li -2.14 0.20 1.13
Li 0.47 -0.45 1.78
H -5.20 0.60 0.61
H -2.16 -5.49 -2.02
H -0.13 -2.82 3.39
H -3.29 3.70 0.24
H 4.08 -0.78 0.48
H 2.74 3.01 2.09
H 6.12 1.69 -1.14
H -3.29 -5.39 3.01
H 4.41 4.34 -2.73
H 1.11 2.39 1.60
H -5.39 2.32 0.44
H -2.60 2.88 1.62
H -0.97 1.62 3.00
H -3.90 -3.82 -1.24
H 1.92 -1.88 0.01
H -3.85 -5.11 0.55
H 3.92 1.37 0.85
H 3.84 0.74 3.29
H -0.79 1.93 -0.07
H -2.91 1.38 -3.11
H 0.88 0.22 -3.35
H 0.91 0.86 -1.71
H 4.04 0.89 -1.63
H 5.06 2.97 -0.68
H -3.52 -2.31 -0.49
H 3.38 -1.54 4.08
H 6.02 3.08 -2.20
H -1.99 -4.28 2.90
H 2.40 1.88 -4.21
H 2.20 1.22 3.47
H -2.22 0.49 -1.03
H 3.37 3.93 -4.14
H 1.70 -1.39 3.81
H -0.37 -0.24 -0.43
H -1.35 -2.11 -1.73
H -4.60 2.65 2.77
H 4.13 -1.34 2.12
H -2.18 -6.53 -0.62
H -2.77 -1.86 -2.62
H 3.30 -3.01 0.45
H 4.54 1.40 -3.26
H 1.42 4.85 -2.95
H -0.62 -5.11 0.58
H -1.83 -3.43 -2.75
H 2.71 5.94 -3.18
H -3.80 -0.02 -1.06
H -3.14 2.75 -2.05
H 2.29 0.02 -2.34
H -0.64 -6.33 -1.51
H 1.21 2.75 -3.23
H -1.29 3.28 -1.08
H 2.36 5.33 -1.57
H -3.91 1.04 2.81
H -3.90 -3.69 1.42
H 2.42 -0.49 5.15
H -0.37 -4.04 -0.76
H 2.21 3.18 0.45
H -5.59 1.19 2.89
H 2.48 0.92 -0.09
H 2.00 -2.74 1.56
H -1.89 -5.87 2.06
H -0.67 3.55 0.57
H -4.52 1.89 -2.61
```

Summary:
LUMO level: 0.26 eV
E_tot: -1419.67964 hartree
E_HOMO: -7.47 eV
Energy above the lowest of the compared OMol25 structures with the same formula, charge and spin: 0.0 kcal/mol
Kohn-Sham gap: 7.727 eV
Max |F|: 2.0 eV/A

Atomic partial charges in e from the Mulliken method, atoms 1 to 4:
1. O -0.96
2. O 0.05
3. O -0.87
4. N 0.80

***

2.
Here is C29H71BN6O14S as an isolated structure in a non-equilibrium geometry from the Open Molecules 2025 dataset. Energies are from the ωB97M-V functional and the def2-TZVPD basis.

The geometry in XYZ format:
```
122
Properties=species:S:1:pos:R:3
S 0.29 -0.65 -1.74
O -1.00 2.19 -6.36
O 0.24 2.51 2.00
O 0.98 0.72 -2.11
O -6.58 -0.16 -4.10
O 0.86 -1.18 -0.55
O -1.16 -0.03 -1.54
O 4.49 2.78 1.72
O -2.90 -0.42 -3.85
O -2.00 -7.09 -1.18
O -7.72 -3.04 -0.75
O 1.84 -6.10 1.12
O 0.19 -1.54 -2.85
O 2.21 1.37 5.95
O 7.17 6.29 2.82
N 1.21 1.61 -6.27
N 1.53 0.02 3.39
N -3.16 2.05 -4.05
N 7.51 3.40 2.25
N -6.73 -0.26 -0.98
N -0.85 -4.75 0.25
C 5.56 2.51 0.84
C 6.90 2.27 1.55
C 0.08 2.35 -5.83
C -6.47 -3.65 -0.50
C 1.26 -7.24 0.52
C 0.51 2.71 -3.33
C 0.31 3.34 -4.72
C 0.09 1.26 -3.18
C -1.28 1.04 -2.54
C 7.18 6.19 4.23
C 0.47 3.10 3.26
C -2.20 -5.73 -1.55
C -6.97 -1.52 -3.99
C -2.84 -7.54 -0.14
C 7.91 4.50 1.38
C 1.70 -4.89 0.39
C -6.67 0.89 -1.87
C 1.31 1.72 1.49
C 1.29 0.27 1.96
C -7.27 0.75 -3.27
C 0.41 -4.13 0.67
C -8.07 -0.65 -0.58
C 2.97 0.33 5.34
C -8.04 -1.98 0.15
C 1.09 0.92 6.69
C 2.87 0.39 3.84
C 4.33 4.14 2.09
C 8.31 5.71 2.19
C -0.99 -4.89 -1.20
B -2.52 0.86 -3.54
H -2.34 -5.71 -2.63
H 0.31 -0.14 1.73
H 0.23 -7.40 0.86
H -6.80 -1.99 -4.96
H -2.61 -7.05 0.81
H -1.11 -3.90 -1.64
H 4.66 4.81 1.29
H -3.27 -0.43 -4.74
H -6.38 -4.50 -1.16
H -8.48 0.11 0.09
H -0.12 -5.37 -1.65
H 4.01 0.49 5.63
H -2.68 -8.61 -0.02
H 1.28 -7.19 -0.57
H -8.75 -0.76 -1.44
H -5.63 -2.97 -0.69
H -3.10 -5.33 -1.08
H 1.52 2.81 -2.95
H -7.14 1.75 -1.37
H 0.30 0.58 -4.00
H 3.59 -0.30 3.40
H 1.21 3.89 -4.98
H 2.02 -0.29 1.38
H -0.93 -5.66 0.67
H 0.33 0.47 6.04
H -6.40 -4.00 0.54
H 0.66 1.78 7.19
H -0.10 4.03 3.30
H 2.28 2.21 1.68
H -7.35 -1.95 0.99
H 8.10 6.62 4.65
H -6.28 -1.04 -1.44
H 1.18 1.71 0.41
H 2.07 2.09 -6.04
H 7.61 1.89 0.82
H -5.61 1.14 -2.00
H 0.11 2.47 4.07
H 9.08 5.45 2.92
H 1.52 3.33 3.42
H 1.39 0.19 7.44
H 2.52 -4.25 0.71
H -7.19 1.72 -3.76
H 6.85 3.75 2.93
H -8.03 -1.61 -3.74
H 0.48 -3.15 0.22
H 1.84 -8.11 0.84
H -0.48 4.08 -4.71
H -4.03 1.80 -4.51
H 3.27 4.31 2.28
H 0.85 0.54 3.92
H -8.34 0.51 -3.24
H 8.76 4.18 0.77
H 4.87 4.37 3.01
H -9.04 -2.18 0.54
H 3.15 1.41 3.53
H 0.34 -3.98 1.75
H -6.37 -2.05 -3.26
H 7.11 4.81 0.70
H -3.90 -7.37 -0.38
H 1.26 0.69 -5.85
H 1.85 -5.07 -0.68
H -2.56 2.50 -4.73
H 7.08 5.15 4.57
H 8.73 6.46 1.52
H 6.74 1.48 2.29
H -1.56 1.89 -1.92
H 5.63 3.28 0.07
H 2.66 -0.65 5.72
H -0.11 3.28 -2.64
H 5.30 1.58 0.33
H 6.33 6.76 4.61
```

Summary:
LUMO level: 0.19 eV
E_tot: -2952.35045 hartree
E_HOMO: -8.13 eV
Kohn-Sham gap: 8.315 eV
Max |F|: 1.9 eV/A

Atomic partial charges in e from the Mulliken method, atoms 1 to 4:
1. S 0.99
2. O -0.51
3. O -0.43
4. O -0.48

***

3.
Here is one molecule with the formula C10H9N in a non-equilibrium geometry from the Open Molecules 2025 dataset. Energies are from the ωB97M-V functional and the def2-TZVPD basis.

The geometry in XYZ format:
```
20
Properties=species:S:1:pos:R:3
N -2.50 -0.61 2.23
C 0.05 -0.06 -0.97
C 2.29 0.37 -1.90
C 2.54 1.08 -0.70
C 1.67 1.03 0.34
C -0.41 0.33 1.54
C -1.81 -1.03 0.04
C -1.13 -0.75 -1.10
C -1.55 -0.42 1.28
C 0.39 0.38 0.36
C 1.00 0.05 -2.09
H 1.89 1.40 1.33
H 3.51 1.69 -0.56
H -0.19 1.02 2.46
H -2.08 -0.38 3.11
H -3.08 -1.60 2.29
H -1.69 -0.98 -1.97
H 0.72 -0.60 -2.82
H -2.83 -1.33 -0.29
H 3.20 0.40 -2.56
```

Summary:
LUMO level: 0.78 eV
E_tot: -441.14119 hartree
E_HOMO: -7.78 eV
Energy above the lowest of the compared OMol25 structures with the same formula, charge and spin: 49.3 kcal/mol
Kohn-Sham gap: 8.556 eV
Max |F|: 4.6 eV/A

Atomic partial charges in e from the Mulliken method, atoms 1 to 4:
1. N -0.60
2. C 0.81
3. C -0.39
4. C -0.44

***

4.
Here is C7H14N2O3S as an isolated structure in a non-equilibrium geometry from the Open Molecules 2025 dataset. Energies are from the ωB97M-V functional and the def2-TZVPD basis.

The geometry in XYZ format:
```
27
Properties=species:S:1:pos:R:3
S -0.05 0.31 -3.03
O -2.25 0.88 5.02
O -1.07 1.84 3.16
O 0.40 -1.12 2.33
N -1.39 0.03 1.45
N 1.94 0.57 0.41
C -2.00 0.96 3.71
C 0.61 -0.12 0.29
C 1.04 -0.82 -2.13
C 0.75 0.23 -4.84
C -0.07 -0.36 1.52
C -2.32 -0.18 2.60
C 0.68 -1.39 -0.70
H -2.00 -1.18 3.12
H 2.01 -0.30 -1.96
H -0.37 -1.93 -0.76
H 0.62 1.54 -5.29
H 2.19 -0.23 -4.88
H 1.64 -2.05 -0.25
H -3.26 -0.37 2.20
H 1.74 1.56 0.72
H -1.49 0.98 0.76
H 0.00 -0.66 -5.64
H -0.98 2.60 3.82
H 2.46 0.25 1.39
H -0.18 0.61 -0.01
H 1.36 -1.64 -3.03
```

Summary:
LUMO level: 0.16 eV
E_tot: -1008.28219 hartree
E_HOMO: -8.54 eV
Energy above the lowest of the compared OMol25 structures with the same formula, charge and spin: 183.0 kcal/mol
Kohn-Sham gap: 8.692 eV
Max |F|: 7.9 eV/A

Atomic partial charges in e from the Mulliken method, atoms 1 to 4:
1. S -0.05
2. O -0.58
3. O -0.41
4. O -0.63

***

5.
Here is C15H22DyF5N2S4Te as an isolated structure in a non-equilibrium geometry from the Open Molecules 2025 dataset. Energies are from the ωB97M-V functional and the def2-TZVPD basis.

The geometry in XYZ format:
```
50
Properties=species:S:1:pos:R:3
Dy 0.32 -0.04 -0.01
Te -0.60 3.34 0.24
S 4.05 1.92 1.91
S 2.51 1.16 -0.49
S -1.30 -0.89 -1.98
S 1.42 0.64 2.36
F -2.17 3.33 -4.67
F -2.91 1.43 -2.88
F 0.38 3.46 -5.62
F 1.40 -0.50 -3.10
F 2.28 1.64 -4.69
N 1.28 -2.51 0.25
N -1.22 -1.57 1.69
C 1.38 -3.23 -1.02
C 0.96 1.55 -4.29
C -0.94 -1.49 3.12
C -1.04 -2.89 1.14
C 0.01 2.47 -4.75
C 2.63 -2.38 0.88
C -0.79 0.44 -3.03
C -2.53 -0.93 1.45
C 0.83 4.28 1.61
C -1.64 1.44 -3.38
C -2.30 3.30 1.43
C 0.54 0.51 -3.44
C 0.42 -3.25 1.25
C 2.71 1.27 1.27
C -1.30 2.45 -4.22
H 3.37 -1.94 0.17
H -2.78 -1.05 0.35
H -1.36 -2.34 3.67
H 1.52 4.64 0.91
H 2.97 -3.39 1.00
H -3.11 2.80 0.93
H -2.70 4.30 1.68
H 0.34 5.15 2.04
H -2.51 0.12 1.62
H -1.36 -2.89 0.07
H 0.14 -1.47 3.31
H -2.07 2.62 2.29
H -3.28 -1.34 2.12
H 1.88 -2.65 -1.82
H 1.22 3.58 2.35
H -1.28 -0.57 3.50
H 0.57 -4.36 1.30
H -1.69 -3.63 1.71
H 2.00 -4.14 -0.87
H 2.53 -1.84 1.76
H 0.40 -3.54 -1.35
H 0.79 -3.00 2.22
```

Summary:
LUMO level (spin up / spin down): 0.06 / 0.00 eV
E_tot: -3939.42764 hartree
E_HOMO (spin up / spin down): -7.64 / -7.62 eV
Energy above the lowest of the compared OMol25 structures with the same formula, charge and spin: 0.0 kcal/mol
Kohn-Sham gap (spin up / spin down): 7.696 / 7.627 eV
Max |F|: 3.1 eV/A
2S+1: 6

Atomic partial charges in e from the Mulliken method, atoms 1 to 4:
1. Dy 0.41
2. Te 0.27
3. S -0.20
4. S -0.31

***

6.
Here is a 5-piece molecular cluster, C38H65Br2F3N3O9 overall in a non-equilibrium geometry from the Open Molecules 2025 dataset. Energies are from the ωB97M-V functional and the def2-TZVPD basis.

The geometry in XYZ format:
```
120
Properties=species:S:1:pos:R:3
Br -3.95 2.57 5.24
Br 0.45 1.97 3.04
F -3.48 5.19 -0.84
F -2.96 3.26 -2.16
F -4.99 3.33 -0.80
O 7.37 -2.14 -0.69
O 2.42 -1.98 -5.23
O 4.05 4.55 -4.35
O 4.15 2.77 -2.92
O 8.34 -0.09 -0.37
O 4.79 0.15 0.76
O 2.60 0.75 1.01
O -2.11 -2.15 5.19
O 3.38 0.07 -4.91
N -3.17 -0.26 0.99
N -2.87 1.57 2.61
N -1.93 -0.58 3.37
C 3.53 3.82 -3.52
C -1.01 2.43 4.35
C -5.60 -0.51 -0.02
C 2.13 3.08 -1.79
C -7.06 -1.14 -2.15
C -2.64 0.22 2.30
C 2.11 3.92 -3.05
C 3.95 0.27 2.95
C 3.22 2.08 -2.09
C -0.95 -5.58 3.76
C -4.42 -1.05 1.05
C -0.86 -2.88 1.00
C -1.80 -2.24 -0.18
C -8.94 0.19 -0.62
C -2.16 -0.65 -0.02
C -0.53 3.06 5.80
C 8.66 1.02 -1.21
C 3.85 0.60 -7.13
C -3.60 2.53 1.68
C -2.20 -3.62 5.24
C 2.87 -0.54 -7.13
C 5.83 -0.27 1.64
C -6.38 -1.75 -0.79
C 3.70 1.18 -5.75
C -2.42 2.16 3.95
C 0.69 -2.25 1.02
C -3.54 3.68 -0.84
C -0.75 -4.37 4.88
C 2.86 -0.93 -5.68
C 5.46 0.28 2.99
C -8.62 -0.67 -1.98
C 7.82 -1.09 -1.14
C 7.83 -0.70 -2.58
C 8.81 0.44 -2.59
C 3.67 0.44 1.49
C -2.47 -0.10 -1.57
C -2.68 3.12 0.45
C -2.83 -1.59 4.04
H -8.86 0.05 -2.90
H -3.83 -1.11 4.43
H -3.08 -4.09 4.63
H 3.67 1.33 -7.93
H 1.17 2.62 -1.56
H 0.10 -5.77 3.25
H -1.77 -5.21 3.00
H 8.63 1.17 -3.39
H 4.87 0.22 -7.26
H -8.15 1.04 -0.40
H -1.36 -2.90 2.06
H -2.92 -1.00 -2.16
H -1.31 -6.60 4.21
H 7.84 1.75 -1.15
H 4.62 1.66 -5.40
H 6.79 0.11 1.29
H -3.14 -2.41 3.23
H -0.29 -4.82 5.88
H -1.45 0.31 -2.03
H -9.35 -1.60 -2.02
H 5.82 1.32 3.07
H 9.58 1.49 -0.86
H -9.06 -0.50 0.34
H -4.59 2.00 1.35
H -7.05 -1.96 -3.01
H 0.23 3.97 5.67
H 3.71 1.73 -1.18
H -4.91 -0.86 2.12
H 1.87 -0.22 -7.42
H 0.05 -3.61 4.47
H -9.99 0.75 -0.74
H 1.45 3.49 -3.81
H 2.84 1.21 -2.64
H 3.53 1.09 3.53
H -3.93 3.47 2.33
H 0.71 -1.09 0.94
H -6.47 -0.21 -2.60
H -2.40 -3.90 6.38
H 2.88 1.91 -5.69
H -5.65 -2.65 -1.03
H 1.84 4.95 -2.83
H -0.70 -4.03 0.71
H -3.19 0.82 -1.43
H -0.02 2.23 6.48
H -1.18 -2.34 -1.19
H 1.20 -2.56 2.05
H 1.31 -2.72 0.12
H -4.34 -2.21 0.95
H 9.83 0.05 -2.72
H 2.42 3.70 -0.94
H -1.43 3.49 6.44
H -2.72 -2.95 -0.31
H -1.02 -0.98 3.05
H 8.17 -1.53 -3.21
H 5.88 -0.29 3.82
H -5.19 0.29 -0.77
H -2.05 4.05 0.86
H -7.24 -2.10 -0.08
H 3.55 -0.69 3.29
H -6.44 0.04 0.61
H 5.86 -1.37 1.64
H -1.13 -0.11 0.27
H 3.22 -1.37 -7.75
H 6.83 -0.38 -2.88
H -1.90 2.30 0.12
```

Summary:
LUMO level: -4.42 eV
Charge: +1
E_tot: -7775.34576 hartree
E_HOMO: -11.68 eV
Energy above the lowest of the compared OMol25 structures with the same formula, charge and spin: 190.5 kcal/mol
Kohn-Sham gap: 7.256 eV
Max |F|: 5.2 eV/A

Atomic partial charges in e from the Mulliken method, atoms 1 to 4:
1. Br -0.07
2. Br 0.03
3. F -0.28
4. F -0.24

***

7.
Here is a 2-piece molecular cluster, C8H15BN2O5 overall in a non-equilibrium geometry from the Open Molecules 2025 dataset. Energies are from the ωB97M-V functional and the def2-TZVPD basis.

The geometry in XYZ format:
```
31
Properties=species:S:1:pos:R:3
O -0.31 4.13 -2.14
O -0.24 -1.74 1.31
O 0.74 0.20 1.83
O 1.29 1.18 -3.06
O -2.22 2.97 -1.74
N -1.77 0.17 -2.15
N 2.24 1.18 -0.87
C -0.86 3.13 -1.71
C 1.21 -3.26 2.37
C -0.18 -3.11 1.77
C -0.24 1.89 -1.08
C -2.52 1.98 -0.74
C -1.45 0.94 -0.98
C 0.66 -0.98 1.98
C 1.47 -1.86 2.92
B 1.12 1.40 -1.71
H 2.52 -1.57 2.89
H -0.98 -3.26 2.50
H -3.53 1.63 -0.77
H -0.36 -3.76 0.92
H 2.04 0.62 -0.05
H -2.32 2.45 0.22
H -1.34 0.25 -0.16
H 0.68 1.71 -3.57
H -0.01 2.18 -0.05
H 1.09 -1.73 3.93
H -1.69 0.68 -3.01
H -1.25 -0.69 -2.20
H 1.25 -4.05 3.12
H 3.04 0.83 -1.36
H 1.93 -3.50 1.59
```

Summary:
LUMO level: 0.37 eV
E_tot: -824.52516 hartree
E_HOMO: -9.16 eV
Energy above the lowest of the compared OMol25 structures with the same formula, charge and spin: 0.0 kcal/mol
Kohn-Sham gap: 9.533 eV
Max |F|: 1.8 eV/A

Atomic partial charges in e from the Mulliken method, atoms 1 to 4:
1. O -0.60
2. O -0.30
3. O -0.56
4. O -0.66

***

8.
Here is an isolated ion of composition C6H8N and charge +1 in a non-equilibrium geometry from the Open Molecules 2025 dataset. Energies are from the ωB97M-V functional and the def2-TZVPD basis.

The geometry in XYZ format:
```
15
Properties=species:S:1:pos:R:3
N -1.17 -0.29 0.13
C 1.48 0.01 1.20
C -0.21 -0.92 0.07
C 1.23 -1.05 0.09
C -2.46 0.13 0.04
C 1.29 0.22 -0.99
C 1.38 1.03 0.27
H 1.47 -0.25 2.20
H 1.68 -2.01 -0.23
H 2.09 0.10 -1.76
H -2.97 0.02 1.05
H 0.33 0.43 -1.67
H 1.38 2.06 0.43
H -2.45 1.18 -0.31
H -3.07 -0.65 -0.53
```

Summary:
LUMO level: -4.43 eV
Charge: +1
E_tot: -287.76260 hartree
E_HOMO: -14.26 eV
Energy above the lowest of the compared OMol25 structures with the same formula, charge and spin: 121.5 kcal/mol
Kohn-Sham gap: 9.834 eV
Max |F|: 5.2 eV/A

Atomic partial charges in e from the Mulliken method, atoms 1 to 4:
1. N 0.13
2. C -0.48
3. C 0.32
4. C -0.10